Density functional theory data (the ωB97M-V functional and the def2-TZVPD basis) for a single C4H4N2 molecule in a non-equilibrium geometry.

## Properties
relative energy (zero: lowest compared OMol25 entry of this formula, charge and spin) = 445.2 kJ/mol
SMILES = c1[nH]nc2c1C2
largest force on an atom = 3.70 eV/A
molar mass = 80.09 g mol⁻¹
2S+1 = 1

Bonds (Å) are listed after each position.
Positions of all 10 atoms, in Å:
1 C 0.673 -1.121 0.045  C2 1.383, N6 1.406, H7 1.064
2 C -0.555 -0.484 0.052  C1 1.383, C3 1.448, C4 1.497
3 C -0.199 0.918 0.117  C2 1.448, C4 1.509, N5 1.293
4 C -1.655 0.530 0.034  C2 1.497, C3 1.509, H8 1.065, H9 1.027
5 N 1.068 1.160 0.037  C3 1.293, N6 1.340
6 N 1.601 -0.067 -0.020  C1 1.406, N5 1.340, H10 1.039
7 H 0.879 -2.152 -0.125  C1 1.064
8 H -2.001 0.593 -0.972  C4 1.065
9 H -2.437 0.640 0.690  C4 1.027
10 H 2.625 -0.017 0.144  N6 1.039